This record from the Open Molecules 2025 dataset describes 2 unconnected molecules or ions with the total composition C2HNO2S. The level of theory is wB97M-V/def2-TZVPD.

The value obtained for the total energy is -680.10536 Ha. As for the structure (SMILES): N#CC=O.O=S. As for the largest force on an atom: 0.040 Eh/bohr. As for the HOMO energy (alpha / beta): -9.15 / -9.10 eV. The value obtained for the HOMO-LUMO gap (alpha / beta) is 0.2839 / 0.2820 Ha.

Structure (ORCA input):
```
! RIJCOSX wB97M-V def2-TZVPD def2/J DEFGRID3
* xyz 0 1
N 0.35 -0.31 1.43
C 0.63 -0.08 0.34
C 1.01 0.16 -1.07
O 0.86 1.19 -1.67
H 1.46 -0.73 -1.40
O -1.95 -0.81 1.24
S -2.35 0.58 1.11
*
```

This record from the Open Molecules 2025 dataset describes a molecular structure, C42H43AsN5OPbS2. The level of theory is wB97M-V/def2-TZVPD.

The value obtained for the total energy is -5199.38859 Ha. As for the largest force on an atom: 0.033 Eh/bohr. As for the HOMO energy: -15.38 eV. The value obtained for the HOMO-LUMO gap is 0.1901 Ha.

Structure (ORCA input):
```
! RIJCOSX wB97M-V def2-TZVPD def2/J DEFGRID3
* xyz 3 1
Pb 0.05 -0.12 0.29
C 0.83 -1.03 7.49
C 0.65 0.24 6.64
C -0.79 0.27 6.13
C 0.89 1.49 7.51
C 1.67 0.20 5.52
C 3.05 0.18 5.84
C 4.03 0.11 4.88
C 3.63 0.08 3.54
S 4.61 0.04 2.12
C 3.18 0.04 1.16
N 2.07 0.07 1.82
C 2.27 0.10 3.19
C 1.30 0.16 4.19
C 3.21 0.07 -0.30
C 4.41 0.08 -1.04
C 4.40 0.19 -2.41
C 3.20 0.27 -3.12
C 1.99 0.23 -2.43
C 2.07 0.12 -1.08
H 0.04 -1.08 8.25
H 1.79 -1.05 8.01
H 0.76 -1.92 6.87
H -1.46 0.33 6.99
H -1.03 -0.64 5.58
H -0.98 1.14 5.50
H 0.15 1.53 8.31
H 0.80 2.40 6.91
H 1.88 1.48 7.97
H 3.34 0.21 6.88
H 5.07 0.09 5.15
H 0.26 0.18 3.90
H 5.34 0.01 -0.49
H 5.33 0.22 -2.95
H 3.19 0.35 -4.20
H 1.05 0.28 -2.97
N -1.45 1.60 1.14
N -2.52 1.20 1.94
C -2.57 0.00 2.54
N -3.56 -0.26 3.37
S -1.39 -1.20 2.28
H -0.98 2.40 1.55
H -1.77 1.83 0.20
H -3.25 1.87 2.14
H -4.27 0.42 3.62
H -3.61 -1.16 3.83
O -1.21 0.74 -1.45
As -2.39 0.92 -2.65
C -3.21 -0.79 -2.99
C -4.47 -1.14 -2.53
C -4.96 -2.42 -2.78
C -4.17 -3.34 -3.45
C -2.90 -3.00 -3.89
C -2.42 -1.72 -3.67
C -3.58 2.30 -2.03
C -4.95 2.31 -2.28
C -5.71 3.37 -1.82
C -5.11 4.44 -1.17
C -3.74 4.44 -0.95
C -2.98 3.37 -1.37
C -1.51 1.48 -4.26
C -0.41 2.33 -4.19
C 0.15 2.81 -5.36
C -0.39 2.45 -6.59
C -1.50 1.61 -6.66
C -2.06 1.12 -5.49
H -5.08 -0.43 -1.98
H -5.95 -2.69 -2.45
H -4.56 -4.34 -3.65
H -2.29 -3.73 -4.41
H -1.46 -1.41 -4.06
H -5.42 1.51 -2.84
H -6.78 3.38 -1.99
H -5.71 5.28 -0.84
H -3.27 5.28 -0.46
H -1.90 3.36 -1.23
H 0.00 2.60 -3.22
H 1.00 3.48 -5.32
H 0.05 2.82 -7.50
H -1.93 1.35 -7.61
H -2.92 0.46 -5.53
N -0.23 -2.36 -0.83
C -1.09 -3.35 -0.24
C -2.44 -3.09 -0.11
C -3.28 -4.03 0.47
C -2.76 -5.23 0.93
C -1.40 -5.49 0.81
C -0.56 -4.55 0.22
H 0.68 -2.77 -1.06
H -0.64 -2.01 -1.70
H -2.84 -2.14 -0.46
H -4.34 -3.82 0.56
H -3.41 -5.97 1.38
H -0.99 -6.42 1.16
H 0.50 -4.77 0.11
*
```

This record from the Open Molecules 2025 dataset describes C3H4S3 in the gas phase. The level of theory is wB97M-V/def2-TZVPD.

The value obtained for the total energy is -1311.21414 Ha. As for the structure (SMILES): CSC(=S)C=S. As for the largest force on an atom: 0.051 Eh/bohr. As for the HOMO energy: -8.90 eV. The value obtained for the HOMO-LUMO gap is 0.2543 Ha.

Structure (ORCA input):
```
! RIJCOSX wB97M-V def2-TZVPD def2/J DEFGRID3
* xyz 0 1
C -2.08 -1.48 0.18
S -0.32 -1.22 -0.15
C -0.17 0.58 -0.07
S -1.37 1.63 -0.01
C 1.25 0.86 0.03
S 2.44 -0.23 0.05
H -2.56 -0.96 1.09
H -2.71 -0.99 -0.64
H -2.27 -2.59 0.23
H 1.57 1.89 0.20
*
```

This record from the Open Molecules 2025 dataset describes C7H7NOS in the gas phase. The level of theory is wB97M-V/def2-TZVPD.

The value obtained for the total energy is -798.93666 Ha. As for the structure (SMILES): O=[S@H]1=CCc2ccncc21. As for the largest force on an atom: 0.078 Eh/bohr. As for the HOMO energy: -8.42 eV. The value obtained for the HOMO-LUMO gap is 0.3170 Ha.

Structure (ORCA input):
```
! RIJCOSX wB97M-V def2-TZVPD def2/J DEFGRID3
* xyz 0 1
O -3.11 -1.54 0.36
S -2.08 -0.67 -0.12
C -1.90 0.78 0.67
C -0.62 1.32 0.18
C 0.37 0.11 0.15
C 1.79 -0.02 0.22
C 2.29 -1.31 0.37
N 1.60 -2.43 0.23
C 0.30 -2.36 -0.05
C -0.37 -1.15 -0.03
H -2.23 -0.92 -1.69
H -2.70 1.39 1.00
H -0.48 2.14 0.90
H -0.60 1.85 -0.95
H 2.43 0.77 0.08
H 3.26 -1.55 0.59
H -0.18 -3.17 -0.46
*
```